Entry 1:
The following is a DFT calculation (ωB97M-V/def2-TZVPD) of a 2-piece molecular cluster, C5H14N2O overall.

CARTESIAN COORDINATES (ANGSTROEM)
N: 1.320 0.845 1.178
C: 0.355 0.799 0.229
C: 0.757 -0.022 -0.996
C: 2.160 0.274 -1.497
O: 1.289 -1.916 1.471
C: -1.100 0.372 0.752
N: -1.922 0.497 -0.343
C: -3.127 -0.271 -0.236
H: 1.548 -0.972 1.431
H: 1.137 1.637 1.789
H: 0.118 1.780 -0.242
H: 0.034 0.290 -1.766
H: 2.301 1.328 -1.751
H: 2.910 0.070 -0.732
H: 2.425 -0.347 -2.352
H: 0.631 -1.098 -0.897
H: -1.121 -0.652 1.158
H: -1.361 1.091 1.539
H: 2.054 -2.290 1.924
H: -3.021 -1.276 -0.647
H: -3.493 -0.395 0.796
H: -3.893 0.255 -0.808

Values from the calculation:
Electronic energy (eV): -10434.38358
Net charge: 0
Gap between HOMO and LUMO (eV): 5.4
Energy above the lowest of the compared OMol25 structures with the same formula, charge and spin (kJ/mol): 641.1


Entry 2:
The following is a DFT calculation (ωB97M-V/def2-TZVPD) of C21H26N5O3S2Sr as an isolated structure.

CARTESIAN COORDINATES (ANGSTROEM)
Sr: -0.255 0.094 0.791
N: 0.223 -1.968 -0.613
C: 1.294 -1.913 -1.591
C: 2.527 -1.311 -0.909
N: 2.210 -0.054 -0.261
C: 2.624 1.166 -0.906
C: 1.684 1.514 -2.070
N: 0.300 1.401 -1.636
H: 0.517 -2.500 0.223
H: -0.619 -2.399 -0.984
H: 0.979 -1.277 -2.425
H: 1.567 -2.898 -2.003
H: 3.341 -1.191 -1.641
H: 2.859 -2.027 -0.153
H: 2.412 -0.079 0.732
H: 3.657 1.116 -1.292
H: 2.575 1.973 -0.171
H: 1.863 0.808 -2.887
H: 1.948 2.515 -2.443
H: -0.338 1.346 -2.419
H: 0.000 2.223 -1.107
S: -1.577 3.507 0.048
C: -0.367 3.586 1.262
C: -0.132 4.790 1.964
C: 0.872 4.869 2.902
C: 1.653 3.736 3.142
C: 1.359 2.587 2.443
N: 0.378 2.480 1.533
H: -0.761 5.640 1.739
H: 1.050 5.789 3.449
H: 2.456 3.744 3.868
H: 1.922 1.674 2.622
O: -2.004 -0.896 1.608
N: -2.133 -2.200 1.740
C: -1.689 -2.770 2.879
C: -1.816 -4.109 3.127
C: -2.415 -4.914 2.162
C: -2.855 -4.332 0.994
C: -2.715 -2.954 0.740
S: -3.306 -2.238 -0.689
H: -1.216 -2.080 3.561
H: -1.422 -4.517 4.046
H: -2.531 -5.979 2.323
H: -3.328 -4.917 0.219
O: 1.051 -2.816 1.964
C: 1.555 -1.819 2.577
O: 1.218 -0.585 2.308
C: 2.564 -2.032 3.607
C: 3.188 -0.941 4.287
C: 4.165 -1.157 5.231
C: 4.577 -2.466 5.565
C: 3.952 -3.555 4.914
C: 2.978 -3.350 3.966
H: 2.863 0.065 4.048
H: 4.627 -0.310 5.732
H: 5.354 -2.632 6.305
H: 4.250 -4.568 5.173
H: 2.494 -4.181 3.466

Values from the calculation:
Expectation value of S²: 0.7646
Electronic energy (eV): -58301.11241
Net charge: -2
Gap between HOMO and LUMO (alpha / beta) (eV): 2.7 / 6.6
Multiplicity: 2
Energy above the lowest of the compared OMol25 structures with the same formula, charge and spin (kJ/mol): 86.0


Entry 3:
The following is a DFT calculation (ωB97M-V/def2-TZVPD) of one molecule with the formula C11H24O4Si.

CARTESIAN COORDINATES (ANGSTROEM)
C: 4.389 -0.840 -2.826
C: 4.361 0.661 -2.686
O: 3.039 1.135 -2.503
C: 2.584 0.759 -1.267
O: 3.206 0.222 -0.389
C: 1.097 1.024 -0.952
C: 0.935 1.907 0.334
C: 0.419 -0.330 -0.746
Si: -1.340 -0.313 -0.038
C: -2.515 0.199 -1.480
O: -1.486 0.780 1.262
C: -2.719 0.786 1.919
C: -3.088 2.105 2.555
O: -1.630 -1.900 0.376
C: -1.019 -2.352 1.565
C: -2.059 -3.018 2.413
H: 3.937 -1.117 -3.789
H: 5.419 -1.227 -2.797
H: 3.835 -1.354 -2.065
H: 4.829 1.193 -3.540
H: 4.968 0.953 -1.803
H: 0.614 1.548 -1.781
H: -0.136 2.151 0.389
H: 1.462 2.854 0.233
H: 1.219 1.373 1.268
H: 0.451 -0.846 -1.702
H: 0.955 -0.925 0.009
H: -3.265 0.874 -1.072
H: -3.028 -0.653 -1.892
H: -1.959 0.761 -2.231
H: -3.487 0.462 1.170
H: -2.718 -0.038 2.631
H: -3.011 2.907 1.793
H: -4.099 2.124 2.958
H: -2.420 2.337 3.367
H: -0.507 -1.519 2.093
H: -0.255 -3.097 1.292
H: -2.704 -2.297 2.952
H: -2.658 -3.691 1.770
H: -1.616 -3.599 3.210

Values from the calculation:
Electronic energy (eV): -27866.34003
Structure (SMILES): CCOC(=O)[C@H](C)C[Si](C)(OCC)OCC
Net charge: 0
Gap between HOMO and LUMO (eV): 10.5
Energy above the lowest of the compared OMol25 structures with the same formula, charge and spin (kJ/mol): 6.7


Entry 4:
The following is a DFT calculation (ωB97M-V/def2-TZVPD) of C48H59BBr2CaN10O9 as an isolated structure.

CARTESIAN COORDINATES (ANGSTROEM)
Ca: 0.781 -0.549 0.106
C: -0.601 4.690 -1.204
C: -1.155 3.338 -1.652
C: -2.124 3.561 -2.818
C: -1.860 2.578 -0.559
C: -3.102 2.961 -0.031
C: -3.462 1.949 0.825
C: -4.749 1.872 1.599
C: -4.956 3.135 2.436
C: -5.930 1.684 0.643
N: -2.476 1.021 0.799
N: -1.467 1.417 -0.034
B: -2.463 -0.331 1.541
N: -1.413 -0.325 2.714
N: -0.058 -0.321 2.528
C: 0.502 -0.363 3.730
C: -0.486 -0.360 4.721
C: -1.685 -0.339 4.039
C: -3.044 -0.246 4.682
C: -3.177 -1.238 5.838
C: -3.281 1.180 5.185
C: 1.989 -0.417 3.972
C: 2.843 -0.349 2.716
C: 2.407 0.677 4.961
N: -2.387 -1.569 0.616
N: -1.337 -1.846 -0.219
C: -1.578 -3.010 -0.791
C: -2.811 -3.508 -0.348
C: -3.294 -2.577 0.539
C: -4.536 -2.811 1.365
C: -5.651 -1.766 1.354
C: -4.153 -3.193 2.795
C: -0.638 -3.752 -1.705
C: -0.091 -4.981 -0.967
C: 0.477 -2.947 -2.359
H: -0.212 5.236 -2.067
H: 0.217 4.607 -0.491
H: -1.390 5.298 -0.750
H: -0.349 2.714 -2.016
H: -2.917 4.260 -2.532
H: -2.571 2.622 -3.135
H: -1.591 3.985 -3.672
H: -3.677 3.839 -0.279
H: -4.707 1.014 2.269
H: -5.049 4.010 1.789
H: -4.116 3.317 3.107
H: -5.868 3.062 3.035
H: -6.030 2.558 -0.005
H: -6.867 1.555 1.192
H: -5.783 0.819 -0.004
H: -3.512 -0.442 2.082
H: -0.345 -0.381 5.789
H: -3.804 -0.469 3.936
H: -2.465 -0.997 6.631
H: -2.978 -2.262 5.522
H: -4.180 -1.197 6.269
H: -2.542 1.443 5.946
H: -4.277 1.278 5.626
H: -3.191 1.902 4.373
H: 2.180 -1.387 4.446
H: 2.654 0.557 2.143
H: 2.678 -1.208 2.066
H: 3.900 -0.331 2.989
H: 2.303 1.661 4.496
H: 3.453 0.552 5.249
H: 1.797 0.673 5.866
H: -3.288 -4.434 -0.629
H: -4.971 -3.693 0.884
H: -5.469 -0.943 2.043
H: -6.584 -2.246 1.665
H: -5.805 -1.343 0.361
H: -3.655 -2.349 3.276
H: -3.456 -4.032 2.808
H: -5.035 -3.449 3.389
H: -1.273 -4.117 -2.522
H: 0.505 -4.686 -0.103
H: 0.535 -5.575 -1.637
H: -0.905 -5.617 -0.610
H: 1.120 -2.388 -1.676
H: 0.101 -2.232 -3.092
H: 1.154 -3.643 -2.862
C: 1.018 2.666 1.601
O: 1.587 1.862 0.564
C: 2.194 2.515 -0.477
C: 2.963 3.642 -0.278
C: 3.542 4.255 -1.380
Br: 4.575 5.831 -1.105
C: 3.408 3.728 -2.641
C: 2.663 2.561 -2.832
C: 2.005 1.961 -1.756
O: 1.220 0.878 -1.840
C: 2.674 1.992 -4.191
N: 2.879 2.695 -5.280
C: 2.882 1.762 -6.299
C: 3.033 1.929 -7.676
C: 2.978 0.807 -8.479
C: 2.769 -0.473 -7.935
C: 2.616 -0.660 -6.575
C: 2.686 0.475 -5.775
N: 2.572 0.658 -4.425
H: 0.387 3.444 1.178
H: 1.804 3.105 2.221
H: 0.414 1.996 2.205
H: 3.102 4.042 0.716
H: 3.883 4.177 -3.501
H: 0.537 0.985 -2.731
H: 3.188 2.915 -8.097
H: 3.090 0.911 -9.552
H: 2.720 -1.327 -8.599
H: 2.439 -1.638 -6.150
H: 2.410 -0.038 -3.714
O: 2.558 -4.467 1.519
C: 2.493 -3.406 0.892
O: 1.487 -2.632 0.838
C: 3.715 -2.983 0.085
C: 4.760 -3.888 0.018
C: 5.914 -3.627 -0.705
C: 6.077 -2.429 -1.396
C: 5.045 -1.544 -1.312
C: 3.818 -1.730 -0.605
O: 2.949 -0.808 -0.664
N: 5.185 -0.246 -1.998
O: 4.848 -0.184 -3.165
O: 5.541 0.707 -1.335
N: 6.981 -4.606 -0.753
O: 7.982 -4.340 -1.409
O: 6.848 -5.654 -0.142
H: 4.633 -4.815 0.559
H: 6.970 -2.214 -1.964
Br: -0.803 0.406 -3.833

Values from the calculation:
Electronic energy (eV): -243270.69748
Net charge: -2
Gap between HOMO and LUMO (eV): 7.2
Energy above the lowest of the compared OMol25 structures with the same formula, charge and spin (kJ/mol): 132.6


Entry 5:
The following is a DFT calculation (ωB97M-V/def2-TZVPD) of one molecule with the formula C23H30FN3O5.

CARTESIAN COORDINATES (ANGSTROEM)
C: -0.499 -2.615 2.187
C: 1.018 -2.655 2.043
C: 1.451 -2.631 0.579
C: 2.969 -2.559 0.443
C: 3.469 -2.622 -1.001
C: 3.061 -1.417 -1.863
N: 3.458 -0.166 -1.240
C: 4.780 0.065 -1.153
C: 5.352 1.053 -0.414
C: 6.843 1.175 -0.433
O: 7.525 0.450 -1.117
O: 7.351 2.117 0.344
C: 4.529 1.929 0.388
O: 4.987 2.800 1.140
C: 3.098 1.709 0.224
C: 2.206 2.543 0.906
C: 0.857 2.401 0.763
F: 0.053 3.195 1.512
C: 0.293 1.449 -0.118
N: -1.053 1.322 -0.295
C: -1.976 2.420 -0.064
C: -3.155 2.316 -1.024
N: -3.864 1.075 -0.797
C: -5.218 1.071 -0.750
O: -5.904 2.029 -1.011
O: -5.692 -0.147 -0.405
C: -7.114 -0.260 -0.333
C: -7.652 0.255 0.994
C: -3.061 -0.055 -0.388
C: -1.629 0.130 -0.878
C: 1.196 0.619 -0.788
C: 2.578 0.694 -0.606
H: -0.896 -1.686 1.784
H: -0.958 -3.446 1.656
H: -0.784 -2.680 3.234
H: 1.405 -3.558 2.521
H: 1.451 -1.795 2.558
H: 1.079 -3.526 0.075
H: 0.998 -1.760 0.104
H: 3.410 -3.396 0.988
H: 3.330 -1.642 0.915
H: 3.086 -3.524 -1.483
H: 4.558 -2.692 -0.984
H: 3.554 -1.491 -2.837
H: 1.988 -1.432 -2.029
H: 5.430 -0.593 -1.715
H: 6.613 2.593 0.824
H: 2.610 3.295 1.567
H: -1.469 3.370 -0.237
H: -2.343 2.410 0.970
H: -3.856 3.137 -0.865
H: -2.801 2.365 -2.061
H: -7.315 -1.327 -0.453
H: -7.558 0.300 -1.162
H: -7.453 1.320 1.082
H: -7.177 -0.266 1.822
H: -8.725 0.093 1.039
H: -3.067 -0.157 0.706
H: -3.485 -0.969 -0.812
H: -1.625 0.174 -1.977
H: -1.047 -0.741 -0.563
H: 0.791 -0.068 -1.510

Values from the calculation:
Electronic energy (eV): -41765.23138
Structure (SMILES): CCCCCCn1cc(C(=O)O)c(=O)c2cc(F)c(N3CCN(C(=O)OCC)CC3)cc21
Net charge: 0
Gap between HOMO and LUMO (eV): 8.5
Energy above the lowest of the compared OMol25 structures with the same formula, charge and spin (kJ/mol): 0.9


Entry 6:
The following is a DFT calculation (ωB97M-V/def2-TZVPD) of an isolated ion of composition C5H10NOS and charge +1.

CARTESIAN COORDINATES (ANGSTROEM)
C: -0.069 -0.237 -0.128
C: 0.097 0.998 0.184
C: 2.368 -0.774 -0.075
C: -1.501 -0.725 -0.242
C: -0.524 2.207 0.520
N: 0.978 -1.187 -0.711
O: 2.304 -0.989 1.216
S: 2.657 1.024 -0.542
H: 3.191 -1.415 -0.575
H: -2.120 -0.437 0.654
H: -1.555 -1.786 -0.323
H: -2.222 -0.355 -1.041
H: -0.749 2.715 -0.467
H: 0.095 2.872 1.096
H: -1.341 2.002 1.228
H: 0.814 -2.159 -0.479
H: 1.032 -1.267 -1.784
H: 2.270 -0.257 1.746

Values from the calculation:
Electronic energy (eV): -19709.26822
Net charge: +1
Gap between HOMO and LUMO (alpha / beta) (eV): 7.8 / 7.8
Energy above the lowest of the compared OMol25 structures with the same formula, charge and spin (kJ/mol): 352.2